Below is 2 unconnected molecules or ions with the total composition C4H8N2O2 at a distorted geometry, with properties calculated with the ωB97M-V functional and the def2-TZVPD basis.

Summary:
Frontier orbital gap = 7.24 eV
HOMO = -6.55 eV
E_LUMO = 0.7 eV
Total charge = 0

Each line ends with the Mulliken charge.
Geometry (Å):
C (0.659, 1.995, 0.297)  0.05
C (0.278, -0.075, 0.070)  0.33
C (-0.531, -1.347, 0.226)  -0.93
C (2.529, -0.753, -0.319)  -0.50
N (1.854, 1.448, 0.216)  -0.93
N (1.647, 0.130, 0.023)  0.70
O (-0.352, 1.122, 0.297)  -0.27
O (-3.547, 0.437, -0.140)  -0.67
H (0.493, 3.130, 0.444)  0.35
H (-0.445, -1.665, 1.168)  0.28
H (-0.223, -2.135, -0.506)  0.32
H (-1.672, -1.010, 0.060)  0.13
H (3.527, -0.498, -0.288)  0.29
H (2.131, -1.701, -0.378)  0.18
H (-3.783, 0.362, -1.106)  0.33
H (-2.566, 0.560, -0.064)  0.36

***

Below is a molecular structure, C37H40AsGeMnO5 at a distorted geometry, with properties calculated with the ωB97M-V functional and the def2-TZVPD basis.

Summary:
<S²> = 6.060
Frontier orbital gap (spin up / spin down) = 2.89 / 6.01 eV
2S+1 = 5
HOMO (spin up / spin down) = 1.62 / -1.51 eV
E_LUMO (spin up / spin down) = 4.5 / 4.5 eV
Total charge = -2

Each line ends with the Mulliken charge.
Geometry (Å):
Mn (0.218, 0.012, -0.242)  0.68
O (0.489, 0.656, 3.814)  -0.82
C (0.109, 0.793, 2.650)  -0.25
O (-0.144, -0.133, 1.813)  -0.67
C (-0.203, 2.246, 2.179)  0.43
C (-1.434, 2.247, 1.262)  -0.89
C (-2.044, 3.656, 1.205)  -1.06
C (-1.001, 4.395, 0.329)  -1.09
C (-0.004, 3.260, 0.027)  -0.23
O (-0.868, 2.119, -0.055)  -0.22
C (0.847, 2.963, 1.274)  -0.03
C (2.095, 2.145, 0.862)  -0.16
O (3.194, 2.646, 1.095)  -0.85
O (1.876, 1.047, 0.253)  -0.57
H (-0.380, 2.820, 3.088)  0.42
H (-2.126, 1.432, 1.445)  1.14
H (-2.152, 4.086, 2.201)  0.52
H (-3.024, 3.636, 0.725)  0.22
H (-0.517, 5.225, 0.843)  0.39
H (-1.445, 4.770, -0.594)  0.41
H (0.561, 3.381, -0.896)  0.52
H (1.219, 3.875, 1.736)  0.41
C (-1.532, -2.108, -2.017)  0.73
C (-1.598, -3.490, -1.426)  -0.89
C (-0.523, -4.368, -1.486)  0.24
C (-0.587, -5.627, -0.902)  -0.72
C (-1.746, -6.039, -0.260)  -0.38
C (-2.841, -5.185, -0.220)  -0.76
C (-2.765, -3.927, -0.796)  0.01
H (-2.386, -2.019, -2.695)  0.49
H (-0.637, -2.023, -2.638)  -0.52
H (0.369, -4.062, -2.017)  0.46
H (0.277, -6.281, -0.940)  0.41
H (-1.799, -7.020, 0.199)  0.35
H (-3.761, -5.501, 0.261)  0.37
H (-3.621, -3.261, -0.753)  0.16
C (-2.770, 1.778, -2.536)  -1.33
Ge (-3.115, 0.187, -1.390)  1.00
C (-4.263, 0.837, 0.119)  -1.36
C (-4.508, -0.771, -2.492)  -1.58
C (-1.571, -0.975, -0.932)  -0.21
H (-3.711, 2.241, -2.841)  0.37
H (-2.227, 1.471, -3.433)  0.39
H (-2.165, 2.512, -2.004)  0.20
H (-5.235, 1.152, -0.268)  0.46
H (-3.823, 1.681, 0.649)  0.28
H (-4.423, 0.029, 0.836)  0.34
H (-5.357, -0.099, -2.642)  0.45
H (-4.874, -1.669, -1.988)  0.37
H (-4.131, -1.061, -3.475)  0.43
H (-1.900, -1.432, 0.015)  0.58
C (1.306, -2.878, -6.112)  -0.74
C (0.999, -1.544, -5.794)  -0.63
C (1.258, -1.037, -4.542)  -0.56
C (1.869, -1.837, -3.519)  0.67
C (2.114, -3.198, -3.842)  -0.59
C (1.857, -3.697, -5.096)  -0.63
As (1.904, -1.051, -1.742)  1.50
C (3.461, 0.123, -2.035)  0.34
C (4.682, -0.061, -1.391)  -0.27
C (5.763, 0.763, -1.659)  -0.74
C (5.647, 1.797, -2.578)  -0.47
C (4.426, 2.012, -3.201)  -0.77
C (3.347, 1.190, -2.925)  -0.16
C (2.705, -2.454, -0.660)  0.34
C (3.810, -3.218, -1.047)  -0.06
C (4.302, -4.215, -0.220)  -0.77
C (3.723, -4.453, 1.021)  -0.52
C (2.640, -3.682, 1.428)  -0.81
C (2.137, -2.701, 0.593)  -0.92
H (1.093, -3.278, -7.097)  0.31
H (0.553, -0.906, -6.551)  0.34
H (0.989, -0.010, -4.309)  0.13
H (2.515, -3.867, -3.089)  0.19
H (2.087, -4.735, -5.315)  0.34
H (4.778, -0.834, -0.642)  0.38
H (6.698, 0.617, -1.129)  0.35
H (6.491, 2.445, -2.784)  0.33
H (4.313, 2.842, -3.889)  0.35
H (2.388, 1.394, -3.389)  0.26
H (4.284, -3.025, -2.001)  0.54
H (5.148, -4.813, -0.540)  0.37
H (4.120, -5.223, 1.671)  0.37
H (2.191, -3.851, 2.399)  0.45
H (1.283, -2.108, 0.904)  0.44

***

Below is a molecular structure, C18H35N2O10PPd, with properties calculated with the ωB97M-V functional and the def2-TZVPD basis.

Summary:
Frontier orbital gap = 5.31 eV
HOMO = -0.18 eV
E_LUMO = 5.1 eV
Total charge = -2

Each line ends with the Mulliken charge.
Geometry (Å):
Pd (-0.461, -0.046, 0.198)  1.33
O (1.392, -3.066, 2.691)  -0.58
C (0.443, -2.232, 2.190)  0.34
O (-0.364, -2.594, 1.378)  -0.53
C (0.536, -0.861, 2.820)  0.17
O (-0.763, -0.395, 3.108)  -0.36
C (-0.735, 0.832, 3.809)  -0.80
C (-0.304, 2.104, 3.035)  0.38
O (-0.173, 3.098, 3.780)  -0.86
O (-0.173, 2.036, 1.787)  -0.52
H (1.558, -3.708, 1.985)  0.42
H (1.123, -0.927, 3.744)  0.61
H (1.048, -0.205, 2.106)  -0.52
H (-1.758, 1.007, 4.148)  0.35
H (-0.102, 0.750, 4.701)  0.45
C (-0.877, -2.675, -2.603)  -1.56
C (0.640, -2.627, -2.498)  1.71
C (1.264, -2.456, -3.885)  -1.84
C (1.154, -3.901, -1.822)  -1.53
O (0.916, -1.478, -1.690)  0.50
P (2.375, -1.202, -1.002)  0.24
O (3.489, -1.493, -1.953)  -0.91
O (2.437, -1.832, 0.349)  -0.64
O (2.106, 0.405, -0.876)  0.13
C (3.106, 1.388, -0.593)  1.45
C (2.327, 2.690, -0.444)  -1.22
C (3.824, 1.061, 0.719)  -1.45
C (4.108, 1.499, -1.745)  -1.85
H (-1.185, -3.567, -3.158)  0.47
H (-1.255, -1.780, -3.097)  0.39
H (-1.313, -2.691, -1.603)  0.04
H (1.036, -3.326, -4.510)  0.42
H (2.344, -2.334, -3.789)  0.31
H (0.851, -1.561, -4.358)  0.32
H (0.809, -4.783, -2.369)  0.47
H (0.769, -3.935, -0.799)  0.12
H (2.245, -3.899, -1.783)  0.37
H (1.516, 2.556, 0.276)  0.00
H (1.896, 2.977, -1.409)  0.31
H (2.988, 3.490, -0.097)  0.42
H (3.115, 1.121, 1.548)  0.15
H (4.633, 1.777, 0.893)  0.48
H (4.234, 0.050, 0.687)  0.39
H (3.582, 1.764, -2.665)  0.32
H (4.610, 0.544, -1.905)  0.37
H (4.841, 2.279, -1.517)  0.41
C (-3.442, -1.300, 0.788)  -0.71
N (-3.625, 0.114, 0.482)  0.32
C (-3.851, 0.932, 1.658)  0.03
C (-4.133, 2.359, 1.242)  -0.95
C (-2.928, 2.864, 0.481)  -0.38
N (-2.668, 1.994, -0.655)  0.38
C (-1.589, 2.443, -1.529)  -1.02
C (-2.837, 0.612, -0.568)  -0.58
O (-2.535, -0.111, -1.522)  -0.55
H (-4.410, -1.813, 0.826)  0.24
H (-2.926, -1.411, 1.745)  0.31
H (-2.818, -1.756, 0.028)  -0.05
H (-2.976, 0.901, 2.322)  -0.32
H (-4.700, 0.507, 2.203)  0.45
H (-4.331, 2.990, 2.112)  0.44
H (-5.013, 2.372, 0.591)  0.35
H (-2.049, 2.905, 1.136)  0.09
H (-3.110, 3.873, 0.098)  0.46
H (-1.979, 2.831, -2.476)  0.25
H (-0.906, 1.620, -1.733)  0.14
H (-1.026, 3.223, -1.014)  0.46

***

Below is a single C4H11NS2 molecule at a distorted geometry, with properties calculated with the ωB97M-V functional and the def2-TZVPD basis.

Summary:
Frontier orbital gap = 9.22 eV
SMILES string = CSSC[C@@H](C)N
HOMO = -8.49 eV
E_LUMO = 0.7 eV
Total charge = 0

Each line ends with the Mulliken charge.
Geometry (Å):
C (-2.960, 0.395, -0.155)  -0.75
S (-1.919, 1.159, -1.395)  -0.09
S (-0.534, 2.109, -0.194)  -0.11
C (0.885, 1.022, -0.497)  -0.94
C (0.673, -0.414, 0.043)  0.31
C (2.083, -1.092, -0.179)  -1.50
N (0.199, -0.640, 1.401)  -0.52
H (-3.927, 0.207, -0.632)  0.33
H (-2.580, -0.590, 0.127)  0.24
H (-3.076, 1.133, 0.634)  0.27
H (1.248, 1.056, -1.518)  0.40
H (1.752, 1.417, 0.053)  0.41
H (-0.028, -0.890, -0.657)  0.24
H (2.671, -0.698, 0.648)  0.43
H (2.362, -0.776, -1.188)  0.38
H (2.049, -2.178, -0.271)  0.38
H (0.409, 0.190, 1.952)  0.25
H (0.692, -1.411, 1.830)  0.26

***

Below is 8 unconnected molecules or ions with the total composition C3H21NO7 at a distorted geometry, with properties calculated with the ωB97M-V functional and the def2-TZVPD basis.

Summary:
Frontier orbital gap = 8.67 eV
SMILES string = C=C(C)N.O.O.O.O.O.O.O
HOMO = -8.33 eV
E_LUMO = 0.3 eV
Total charge = 0

Each line ends with the Mulliken charge.
Geometry (Å):
C (1.928, 0.889, -1.576)  -1.09
C (0.996, -0.065, -1.450)  0.82
C (1.278, -1.513, -1.542)  -1.21
N (-0.362, 0.242, -1.361)  -0.16
H (1.679, 1.933, -1.724)  0.28
H (2.962, 0.570, -1.590)  0.25
H (2.338, -1.769, -1.570)  0.39
H (0.821, -1.927, -2.443)  0.31
H (0.870, -2.121, -0.727)  0.17
H (-1.055, -0.481, -1.500)  -0.07
H (-0.599, 1.172, -1.651)  0.35
O (-1.767, -2.482, -1.611)  -0.64
H (-1.978, -3.340, -2.004)  0.29
H (-1.423, -2.530, -0.697)  0.40
O (0.918, 0.766, 4.432)  -0.71
H (0.654, 1.570, 3.938)  0.35
H (1.831, 0.709, 4.115)  0.34
O (-1.242, -2.521, 1.033)  -0.67
H (-2.086, -2.559, 1.490)  0.29
H (-0.820, -1.689, 1.347)  0.44
O (-3.122, 1.034, -3.453)  -0.64
H (-3.038, 0.447, -2.705)  0.32
H (-2.246, 1.073, -3.873)  0.32
O (-0.195, -0.269, 1.982)  -0.75
H (0.678, -0.397, 1.584)  0.31
H (-0.077, -0.045, 2.928)  0.32
O (-0.593, 2.420, 0.969)  -0.73
H (-0.669, 1.647, 0.375)  0.37
H (-1.206, 2.132, 1.652)  0.34
O (1.978, 2.098, 2.106)  -0.63
H (2.485, 2.838, 1.785)  0.27
H (1.065, 2.168, 1.740)  0.38

***

Below is a molecular structure, C3H6N2O at a distorted geometry, with properties calculated with the ωB97M-V functional and the def2-TZVPD basis.

Summary:
Frontier orbital gap (spin up / spin down) = 8.67 / 8.67 eV
HOMO (spin up / spin down) = -8.58 / -8.58 eV
E_LUMO (spin up / spin down) = 0.1 / 0.1 eV
Total charge = 0

Each line ends with the Mulliken charge.
Geometry (Å):
C (1.669, -0.799, -0.750)  -0.67
C (0.561, -1.736, -0.436)  0.04
C (1.177, -0.045, 0.230)  0.62
N (0.083, -1.063, 0.548)  -0.54
N (-2.151, 1.467, 0.023)  -0.74
O (1.167, 1.074, 0.995)  -0.47
H (2.506, -0.769, -1.562)  0.27
H (0.145, -2.719, -0.726)  0.39
H (-1.364, 1.831, 0.544)  0.22
H (-2.445, 0.555, 0.494)  0.29
H (-1.773, 1.212, -0.872)  0.24
H (0.425, 0.991, 1.512)  0.34